# 1
This record from OMol25 describes a cluster of 2 separate species, C5H15N2 in total in a non-equilibrium geometry. The level of theory is ωB97M-V/def2-TZVPD.

Structure (XYZ):
```
22
Properties=species:S:1:pos:R:3
N -0.90 3.28 2.21
N 2.14 0.53 0.97
C -1.78 -1.53 -1.49
C 0.65 -1.30 -1.12
C -0.61 -2.04 -0.59
C 0.61 0.14 -0.84
C 0.78 0.69 0.54
H 0.11 0.16 1.23
H -0.89 -1.68 0.40
H 1.04 0.69 -1.68
H -1.52 -0.46 -1.53
H -0.28 -3.07 -0.58
H 0.78 -1.43 -2.20
H 0.58 1.76 0.58
H -1.75 3.46 1.67
H -0.25 2.53 1.89
H 2.84 0.71 0.25
H 2.36 -0.40 1.32
H -1.04 3.31 3.23
H 1.59 -1.70 -0.70
H -1.72 -1.94 -2.50
H -2.76 -1.73 -1.06
```

As for the spin multiplicity: 2. As for the expectation value of S²: 0.753. The charge is +2. As for the energy relative to the best compared isomer or geometry (same formula, charge and spin): 108.70 kcal per mole. Its LUMO energy (alpha / beta) is -10.4 / -13.2 eV.

These are the natural (NBO) partial charges, in e, on atoms 1 to 2:
1 N -0.29
2 N -0.70



# 2
This record from OMol25 describes a structure of composition C5H15N2O in a non-equilibrium geometry. The level of theory is ωB97M-V/def2-TZVPD.

Structure (XYZ):
```
23
Properties=species:S:1:pos:R:3
O -0.70 1.88 0.17
N 0.11 -2.41 0.00
N -0.25 -1.66 -2.49
C 1.67 0.14 0.35
C 1.05 0.21 1.71
C -0.70 -0.80 -1.67
C -0.44 -1.19 -0.18
C 0.37 0.09 -0.79
H -1.11 -0.86 0.59
H -0.49 -3.07 0.49
H -0.22 1.11 -0.73
H 0.80 -0.77 2.11
H 1.09 0.22 -1.61
H -1.70 -0.42 -1.83
H 0.40 -2.78 -0.88
H 2.37 -0.66 0.17
H -2.51 3.36 1.78
H 0.15 0.75 1.40
H -0.72 2.82 -0.05
H -2.33 3.78 2.37
H 2.05 1.11 0.05
H 1.67 0.67 2.47
H -0.57 -1.53 -3.44
```

As for the spin multiplicity: 1. The charge is +1. As for the energy relative to the best compared isomer or geometry (same formula, charge and spin): 257.76 kcal per mole. Its LUMO energy is -7.5 eV.

These are the natural (NBO) partial charges, in e, on atoms 1 to 2:
1 O -0.92
2 N -0.69



# 3
This record from OMol25 describes a cluster of 2 separate species, C5H15N2O in total in a non-equilibrium geometry. The level of theory is ωB97M-V/def2-TZVPD.

Structure (XYZ):
```
23
Properties=species:S:1:pos:R:3
O -1.76 0.78 2.79
N 0.54 -3.35 0.28
N -1.20 -0.83 0.65
C 0.90 0.43 -0.26
C 0.80 -2.04 0.02
C 0.05 1.30 -1.16
C 0.19 -0.85 0.12
C 0.86 2.37 -1.97
H 1.68 1.88 -2.50
H 1.24 -3.91 0.73
H -2.56 1.28 2.93
H -1.75 -0.18 0.09
H -1.23 -0.39 1.60
H 0.32 2.68 -2.87
H -0.37 -3.77 0.29
H -1.67 -1.73 0.69
H -0.46 0.67 -1.91
H 1.86 0.24 -0.75
H -0.63 1.97 -0.65
H 1.84 -2.04 -0.34
H 1.21 0.98 0.63
H -0.95 1.28 2.90
H 1.07 3.21 -1.31
```

As for the spin multiplicity: 1. The charge is +1. As for the energy relative to the best compared isomer or geometry (same formula, charge and spin): 39.70 kcal per mole. Its LUMO energy is -3.2 eV.

These are the natural (NBO) partial charges, in e, on atoms 1 to 2:
1 O -0.98
2 N -0.82



# 4
This record from OMol25 describes a cluster of 2 separate species, C5H15N2O in total in a non-equilibrium geometry. The level of theory is ωB97M-V/def2-TZVPD.

Structure (XYZ):
```
23
Properties=species:S:1:pos:R:3
O 1.92 0.13 -0.65
N 0.47 2.28 -0.41
N 0.87 -3.25 0.61
C -3.11 1.01 0.26
C 1.80 -2.15 0.30
C -0.84 1.59 -0.60
C -1.81 1.73 0.32
C 1.01 -0.95 -0.22
H 2.74 0.05 -0.15
H 0.68 -3.71 -0.26
H -3.43 0.66 1.22
H 0.45 -1.29 -1.10
H 0.52 2.59 0.60
H 2.60 -2.36 -0.44
H -3.01 0.11 -0.37
H 1.22 1.50 -0.52
H -3.93 1.64 -0.21
H 1.26 -3.94 1.24
H 0.63 3.16 -1.00
H -0.92 0.94 -1.47
H -1.76 2.55 1.09
H 0.33 -0.49 0.54
H 2.31 -1.80 1.22
```

As for the spin multiplicity: 1. The charge is +1. As for the energy relative to the best compared isomer or geometry (same formula, charge and spin): 47.49 kcal per mole. Its LUMO energy is -3.1 eV.

These are the natural (NBO) partial charges, in e, on atoms 1 to 2:
1 O -0.75
2 N -0.75



# 5
This record from OMol25 describes a cluster of 2 separate species, C5H15N2O in total in a non-equilibrium geometry. The level of theory is ωB97M-V/def2-TZVPD.

Structure (XYZ):
```
23
Properties=species:S:1:pos:R:3
O -2.30 -1.76 0.42
N 0.02 -0.95 2.21
N -0.47 0.73 -1.82
C 1.52 0.02 0.48
C -1.60 0.30 -0.86
C 2.35 1.26 0.03
C 0.61 0.12 1.53
C -1.53 -1.23 -0.65
H 0.42 0.63 -1.37
H -0.44 0.04 -2.57
H 1.89 1.82 -0.81
H -1.38 0.80 0.06
H -0.42 -0.72 3.09
H -2.57 0.58 -1.27
H -0.48 -1.58 -0.54
H 0.29 1.08 1.84
H 2.49 1.97 0.87
H 0.62 -1.74 2.25
H -1.92 -1.29 1.18
H -1.83 -1.78 -1.59
H 3.41 0.94 -0.20
H -0.51 1.68 -2.23
H 1.81 -0.91 -0.04
```

As for the spin multiplicity: 1. The charge is +1. As for the energy relative to the best compared isomer or geometry (same formula, charge and spin): 53.29 kcal per mole. Its LUMO energy is -3.4 eV.

These are the natural (NBO) partial charges, in e, on atoms 1 to 2:
1 O -0.67
2 N -0.83



# 6
This record from OMol25 describes a cluster of 2 separate species, C5H15N2O in total in a non-equilibrium geometry. The level of theory is ωB97M-V/def2-TZVPD.

Structure (XYZ):
```
23
Properties=species:S:1:pos:R:3
O 3.00 0.93 0.47
N 2.62 -1.06 -0.88
N 0.49 -0.80 0.15
C 1.69 -1.26 0.12
C 0.18 0.51 -0.63
C -3.19 -0.51 0.43
C -1.29 0.81 -0.71
C -2.08 0.54 0.57
H -2.43 1.51 0.84
H -1.37 1.80 -1.08
H 1.97 -2.10 0.75
H -3.27 -1.03 1.31
H 2.86 -0.11 -1.32
H 0.87 0.61 -1.55
H 3.61 -1.55 -0.83
H 0.74 1.13 0.23
H -1.56 0.24 -1.64
H -3.15 -1.34 -0.33
H 2.63 1.75 0.46
H -4.18 0.06 0.31
H 3.52 0.78 1.27
H -1.37 0.21 1.37
H -0.29 -1.11 0.69
```

As for the spin multiplicity: 1. The charge is +1. As for the energy relative to the best compared isomer or geometry (same formula, charge and spin): 62.87 kcal per mole. Its LUMO energy is -3.3 eV.

These are the natural (NBO) partial charges, in e, on atoms 1 to 2:
1 O -0.97
2 N -0.78



# 7
This record from OMol25 describes a cluster of 2 separate species, C5H15N2O in total in a non-equilibrium geometry. The level of theory is ωB97M-V/def2-TZVPD.

Structure (XYZ):
```
23
Properties=species:S:1:pos:R:3
O 2.57 -0.22 -0.87
N -2.44 -0.21 -0.11
N 1.44 -1.85 1.36
C 1.36 0.53 -0.57
C 1.60 1.00 0.85
C -1.14 0.51 -0.25
C 0.10 -0.24 -0.71
C -3.59 0.70 0.07
H -0.95 0.83 0.78
H 0.62 -1.80 0.75
H -3.70 1.48 -0.69
H 2.21 -1.84 0.76
H 1.24 2.03 1.07
H 1.34 1.40 -1.21
H 2.40 -0.61 -1.71
H 1.44 -2.69 1.87
H -1.28 1.37 -0.90
H -2.61 -0.82 -0.87
H -3.49 1.20 1.03
H 0.01 -0.67 -1.64
H 1.04 0.26 1.45
H 2.63 0.96 1.12
H -4.46 0.12 0.09
```

As for the spin multiplicity: 1. The charge is +1. As for the energy relative to the best compared isomer or geometry (same formula, charge and spin): 136.12 kcal per mole. Its LUMO energy is -7.9 eV.

These are the natural (NBO) partial charges, in e, on atoms 1 to 2:
1 O -0.67
2 N -0.55



# 8
This record from OMol25 describes the ion C5H15N2O with charge +1 in a non-equilibrium geometry. The level of theory is ωB97M-V/def2-TZVPD.

Structure (XYZ):
```
23
Properties=species:S:1:pos:R:3
O 2.46 1.59 -1.37
N -1.45 -2.10 1.09
N 0.09 0.10 -0.08
C -1.14 0.37 0.53
C 1.20 0.13 1.00
C -2.05 -0.68 1.18
C 1.67 0.68 -2.11
C 0.35 0.91 -1.28
H 0.95 1.09 1.71
H -0.75 -2.27 1.95
H 1.56 1.11 -3.17
H -2.28 -0.45 2.27
H -2.00 -2.94 1.40
H 3.22 1.78 -1.88
H -1.87 0.74 -0.30
H -0.99 1.29 1.29
H 2.23 0.13 0.45
H 0.95 -0.81 1.49
H 0.41 2.05 -1.04
H -3.17 -0.75 0.88
H -0.91 -2.17 0.16
H 2.05 -0.44 -2.11
H -0.54 0.64 -2.04
```

As for the spin multiplicity: 1. The structure (SMILES) is CN(CC[NH3+])CCO. The charge is +1. As for the energy relative to the best compared isomer or geometry (same formula, charge and spin): 102.34 kcal per mole. Its LUMO energy is -3.8 eV.

These are the natural (NBO) partial charges, in e, on atoms 1 to 2:
1 O -0.73
2 N -0.74



# 9
This record from OMol25 describes a cluster of 2 separate species, C5H15N2O2 in total in a non-equilibrium geometry. The level of theory is ωB97M-V/def2-TZVPD.

Structure (XYZ):
```
24
Properties=species:S:1:pos:R:3
O 0.98 1.73 -1.21
O 2.39 0.80 0.57
N 0.24 -1.36 1.45
N -1.01 -0.20 -1.05
C 1.61 -1.41 0.92
C -1.87 0.53 -2.03
C 2.47 -0.21 1.22
C -0.50 -0.06 1.38
C -1.58 -0.17 0.33
H -0.19 0.39 -0.96
H -1.76 1.58 -1.84
H 0.22 -1.66 2.40
H -2.88 0.26 -1.84
H -1.69 0.19 -3.03
H 2.04 -2.28 1.41
H 0.13 0.82 1.22
H 1.59 -1.50 -0.17
H 1.90 1.65 -0.93
H -0.79 -1.17 -1.29
H 3.24 -0.29 2.01
H -2.23 0.69 0.39
H 1.03 2.57 -1.71
H -2.29 -0.99 0.44
H -1.03 0.08 2.32
```

As for the spin multiplicity: 1. The charge is +1. As for the energy relative to the best compared isomer or geometry (same formula, charge and spin): 51.98 kcal per mole. Its LUMO energy is -2.9 eV.

These are the natural (NBO) partial charges, in e, on atoms 1 to 2:
1 O -0.99
2 O -0.57



# 10
This record from OMol25 describes the molecule C5H15N3 in a non-equilibrium geometry. The level of theory is ωB97M-V/def2-TZVPD.

Structure (XYZ):
```
23
Properties=species:S:1:pos:R:3
N 1.43 0.94 2.63
N 1.83 0.54 -1.74
N 0.10 0.09 0.78
C -2.59 -0.71 0.50
C 0.68 -0.35 -1.60
C 1.34 0.80 1.19
C -0.37 0.19 -0.62
C -1.73 -0.62 -0.73
H 1.34 1.79 0.70
H 0.53 1.14 3.05
H 0.14 -0.65 -2.52
H 1.72 0.08 3.09
H 1.76 1.45 -2.16
H -2.00 -0.10 1.25
H -0.65 1.20 -0.92
H -2.64 -1.68 0.97
H -3.59 -0.27 0.37
H 0.29 -0.88 1.01
H 2.21 0.21 0.80
H 2.54 -0.01 -2.21
H 1.21 -1.23 -1.19
H -1.32 -1.58 -0.99
H -2.24 -0.34 -1.66
```

As for the spin multiplicity: 1. The structure (SMILES) is CC[C@H](CN)NCN. As for the energy relative to the best compared isomer or geometry (same formula, charge and spin): 35.41 kcal per mole. Its LUMO energy is 1.0 eV.

These are the natural (NBO) partial charges, in e, on atoms 1 to 2:
1 N -0.84
2 N -0.85